1.
Here is an isolated molecule of C3H9N from the Open Molecules 2025 dataset. Energies are from the ωB97M-V functional and the def2-TZVPD basis.

## Properties
Kohn-Sham gap in Eh: 0.398
Relative energy (zero: lowest compared OMol25 entry of this formula, charge and spin) in kcal per mole: 9.28
E_HOMO in eV: -9.67
LUMO level in eV: 1.162
Net charge: 0

Last column: Mulliken charge in e.
Atoms and positions in Å:
C  0.3293  0.6505  -1.1566  -1.06
C  -0.4424  -0.0970  -0.0553  0.32
C  -0.1034  0.4623  1.3478  -1.25
H  0.3274  0.0711  -2.1268  0.31
H  1.3577  0.6658  -0.6863  0.26
H  0.0059  1.7031  -1.3128  0.30
H  -1.5806  -0.0748  -0.1509  0.30
H  -0.4826  -0.2888  2.0655  0.36
H  -0.5671  1.4895  1.5325  0.30
H  0.9761  0.5417  1.4413  0.32
H  0.8416  -1.6814  -0.0228  0.26
H  -0.4553  -1.9144  -0.8941  0.25
N  -0.2066  -1.5276  0.0186  -0.69

***

2.
Here is the ion C3H9N2 with charge +1 from the Open Molecules 2025 dataset. Energies are from the ωB97M-V functional and the def2-TZVPD basis.

## Properties
Kohn-Sham gap in Eh: 0.335
Relative energy (zero: lowest compared OMol25 entry of this formula, charge and spin) in kcal per mole: 55.42
E_HOMO in eV: -14.42
LUMO level in eV: -5.296
Net charge: +1

Last column: Mulliken charge in e.
Atoms and positions in Å:
C  -0.7669  0.3745  0.7260  -0.43
N  0.3138  0.9958  1.5302  -0.52
H  -1.4414  1.2134  0.4110  0.37
H  -1.4686  -0.3632  1.2735  0.31
H  0.5282  0.4456  2.3848  0.23
H  0.2462  2.0032  1.7278  0.24
C  1.2239  -0.7665  -0.3117  -0.85
C  -0.8165  -0.3797  -1.6147  0.02
N  -0.1557  -0.2458  -0.4723  0.11
H  1.5194  -1.0976  -1.3587  0.31
H  1.2837  -1.5045  0.4440  0.33
H  1.8457  0.1990  -0.2180  0.39
H  -1.6838  0.1516  -1.9890  0.25
H  -0.6279  -1.0258  -2.5329  0.25

***

3.
Here is a cluster of 2 separate species, C3H9N2 in total from the Open Molecules 2025 dataset. Energies are from the ωB97M-V functional and the def2-TZVPD basis.

## Properties
Kohn-Sham gap in Eh: 0.378
Relative energy (zero: lowest compared OMol25 entry of this formula, charge and spin) in kcal per mole: 67.09
E_HOMO in eV: -14.43
LUMO level in eV: -4.133
Net charge: +1

Last column: Mulliken charge in e.
Atoms and positions in Å:
C  0.0887  -0.8570  -1.5995  -0.94
C  -1.1357  1.9950  0.7766  -0.69
C  -0.1569  -0.0603  -0.3837  0.49
N  1.3824  -1.1983  1.0331  -0.60
N  -0.7786  0.8411  0.0274  0.02
H  1.1302  -0.6065  -1.8021  0.37
H  -0.3579  -1.8254  -1.3936  0.37
H  -0.6261  -0.5088  -2.4401  0.32
H  -1.7799  1.5325  1.5272  0.31
H  -1.9105  2.5110  0.0728  0.30
H  -0.2646  2.4078  1.0195  0.36
H  2.0519  -1.2405  0.2829  0.22
H  0.5556  -1.7670  0.9384  0.26
H  1.8013  -1.2236  1.9409  0.21

***

4.
Here is a cluster of 2 separate species, C3H9N2 in total from the Open Molecules 2025 dataset. Energies are from the ωB97M-V functional and the def2-TZVPD basis.

## Properties
Kohn-Sham gap in Eh: 0.406
Relative energy (zero: lowest compared OMol25 entry of this formula, charge and spin) in kcal per mole: 49.97
E_HOMO in eV: -15.45
LUMO level in eV: -4.404
Net charge: +1

Last column: Mulliken charge in e.
Atoms and positions in Å:
C  3.0847  -0.0767  0.2667  -0.21
C  -1.0865  -0.2277  -0.2192  0.26
C  -2.5809  -0.2029  -0.0556  -1.22
N  1.9337  -0.0811  -0.2932  -0.45
N  -0.4246  0.8331  0.1242  -0.24
H  3.9791  -0.4369  -0.1252  0.29
H  3.2643  0.2103  1.3685  0.21
H  -0.6168  -1.1261  -0.4413  0.41
H  -2.9879  0.1768  0.8941  0.39
H  -2.9612  -1.1389  -0.1797  0.32
H  -3.0960  0.5079  -0.8201  0.35
H  1.8921  -0.4777  -1.2096  0.23
H  0.6897  0.6719  0.0834  0.44
H  -1.0897  1.3680  0.6071  0.22

***

5.
Here is the ion C3H9N2 with charge +1 from the Open Molecules 2025 dataset. Energies are from the ωB97M-V functional and the def2-TZVPD basis.

## Properties
Kohn-Sham gap in Eh: 0.416
Relative energy (zero: lowest compared OMol25 entry of this formula, charge and spin) in kcal per mole: 24.25
E_HOMO in eV: -15.34
LUMO level in eV: -4.015
Net charge: +1

Last column: Mulliken charge in e.
Atoms and positions in Å:
C  0.3051  -0.2522  1.4577  0.16
C  -0.3737  0.1071  -2.1080  -1.18
C  0.2533  -0.5832  -0.9028  -0.31
N  0.1371  0.5170  2.5362  -0.35
N  0.0494  0.1982  0.2736  -0.18
H  0.7081  -1.1720  1.6893  0.40
H  -1.5563  0.0324  -2.1565  0.29
H  0.0003  1.1283  -2.0315  0.34
H  -0.1669  -0.2717  -3.1034  0.37
H  1.2627  -0.7127  -0.9063  0.44
H  -0.2721  -1.6410  -0.9648  0.27
H  0.0458  0.0706  3.4610  0.28
H  -0.3355  1.3972  2.5045  0.23
H  -0.0573  1.1819  0.2510  0.23

***

6.
Here is the ion C3H9N2O with charge -1 from the Open Molecules 2025 dataset. Energies are from the ωB97M-V functional and the def2-TZVPD basis.

## Properties
Kohn-Sham gap in Eh: 0.282
Relative energy (zero: lowest compared OMol25 entry of this formula, charge and spin) in kcal per mole: 66.98
E_HOMO in eV: -3.14
LUMO level in eV: 4.538
Net charge: -1

Last column: Mulliken charge in e.
Atoms and positions in Å:
C  0.7453  0.6071  -0.4491  -0.59
N  0.6375  -0.6654  -0.9700  -0.71
C  0.0916  -1.4977  0.4037  -0.46
O  0.6585  -1.1060  1.5219  -0.80
C  -0.4681  1.4379  0.2422  -0.70
N  -1.6804  1.1909  -0.6330  -0.77
H  1.5005  0.5885  0.2734  0.48
H  1.3049  1.4709  -1.0690  0.28
H  1.5054  -1.2783  -1.0934  0.36
H  -1.0432  -1.4380  0.1344  0.15
H  0.3542  -2.5854  0.1002  0.35
H  -0.4998  1.0686  1.1900  0.37
H  -0.3286  2.4978  0.3389  0.34
H  -1.1723  1.4004  -1.5814  0.30
H  -1.8012  0.1619  -0.4276  0.39

***

Number 1: electronic energy -4746.707 eV. Number 2: electronic energy -6228.645 eV. Number 3: electronic energy -6228.139 eV. Number 4: electronic energy -6228.881 eV. Number 5: electronic energy -6229.997 eV. Number 6: electronic energy -8282.036 eV.